[1]
Computed, not measured: one molecule with the formula C2H6N2, with ωB97M-V/def2-TZVPD.

Values from the calculation:
ΔE to the lowest compared entry with this formula, charge and spin, kJ/mol: 321.9
F_max, eV/Å: 4.7
Total charge: 0
Kohn-Sham gap (spin up / spin down), eV: 8.59 / 8.59
E_LUMO (spin up / spin down), eV: 0.95 / 0.95
Electronic energy, Ha: -189.2070

```
10
Properties=species:S:1:pos:R:3:nbo_charge:R:1
H -1.41 1.52 0.34 0.389
N 0.32 2.18 -0.13 -0.597
H 1.19 -0.76 -0.73 0.224
N -0.51 1.08 0.11 -0.229
H 1.26 1.85 -0.35 0.301
H -1.65 -0.64 0.45 0.198
H 0.94 -1.54 0.84 0.225
H 0.09 -2.14 -0.58 0.228
C 0.45 -1.24 -0.10 -0.673
C -0.67 -0.31 0.16 -0.065
```

[2]
Computed, not measured: a 13-piece molecular cluster, C5H37NO13 overall, with ωB97M-V/def2-TZVPD.

Values from the calculation:
ΔE to the lowest compared entry with this formula, charge and spin, kJ/mol: 588.0
F_max, eV/Å: 6.2
Total charge: 0
Kohn-Sham gap, eV: 8.68
E_LUMO, eV: -0.17
Electronic energy, Ha: -1245.4306

```
56
Properties=species:S:1:pos:R:3:nbo_charge:R:1
H -2.73 4.50 -0.23 0.468
H -0.19 3.68 2.44 0.189
H 3.06 -3.03 -0.17 0.475
H -2.19 0.76 3.36 0.208
H 4.66 0.96 0.42 0.477
H -2.36 2.54 2.89 0.210
H 0.23 1.07 -0.49 0.501
H -3.65 1.32 2.88 0.244
O -2.98 5.03 0.58 -0.936
O -2.59 0.29 -0.49 -0.761
O 1.84 -0.91 -2.84 -0.934
H 0.13 -0.32 2.54 0.200
O 0.02 -3.90 -1.88 -0.984
H -3.76 4.49 0.90 0.472
O 0.78 -2.55 2.48 -0.959
H 2.19 -2.29 -2.35 0.495
H -0.61 -1.24 -3.38 0.464
H -1.98 2.27 0.55 0.224
C 0.08 3.07 1.48 -0.409
H -2.65 -0.76 1.25 0.186
H 4.26 -0.41 -0.11 0.507
H -2.52 -0.38 -1.11 0.483
H -3.44 1.67 -1.71 0.476
H 0.81 1.64 -1.73 0.481
C -2.59 1.49 2.61 -0.677
H 2.92 -3.60 -2.65 0.465
O 2.55 1.79 -1.61 -0.993
H 0.90 -4.25 -2.12 0.492
H -0.28 -4.00 -0.28 0.512
O -0.63 -1.28 -2.47 -0.998
N -0.23 1.59 1.53 -0.498
C 0.42 0.78 2.55 -0.420
H 0.36 -3.19 1.96 0.498
H 1.81 -0.12 -2.38 0.504
C -1.75 1.35 1.30 -0.042
H -0.51 3.46 0.66 0.204
H 1.09 3.16 1.16 0.195
H 0.10 -2.02 2.82 0.449
H 2.97 1.57 -0.79 0.508
H -0.97 -0.64 0.55 0.182
O -0.28 -4.18 0.76 -1.008
O 3.29 -3.11 0.74 -0.974
O 0.11 1.19 -1.43 -0.969
H 2.79 2.68 -1.84 0.481
H 1.92 -0.65 -3.76 0.485
C -1.95 -0.05 0.75 -0.097
H -0.28 -0.41 -2.07 0.517
H -0.29 -5.10 0.55 0.467
H -4.24 0.79 -2.45 0.456
H 2.42 -2.61 1.03 0.481
H 1.50 0.72 2.48 0.221
O -4.14 1.70 -2.29 -0.934
O 2.52 -3.14 -1.96 -0.997
H 0.07 1.12 3.66 0.160
O 3.95 0.47 0.09 -0.957
H 0.05 -3.00 -2.37 0.509
```

[3]
Computed, not measured: C24H27AsClIO3PPd as an isolated structure, with ωB97M-V/def2-TZVPD.

Values from the calculation:
Expectation value of S²: 6.0516
F_max, eV/Å: 5.1
Total charge: +3
Kohn-Sham gap (spin up / spin down), eV: 7.76 / 3.70
E_LUMO (spin up / spin down), eV: -8.69 / -13.01
Electronic energy, Ha: -4618.1830
Spin multiplicity: 5

```
59
Properties=species:S:1:pos:R:3:lowdin_spin:R:1
C 2.32 -2.30 1.00 0.001
H -1.67 0.72 -7.50 0.003
H 4.75 0.66 4.45 0.011
I -0.82 -0.32 -3.70 0.314
Pd -0.45 0.21 -1.05 1.084
H 3.03 -2.08 -2.32 0.000
C 1.06 0.88 0.07 0.121
H 3.66 -0.67 2.66 0.001
H -2.04 3.61 1.35 0.009
As 0.92 -1.74 2.23 0.008
H -2.07 0.25 1.99 0.000
H -2.79 0.44 -6.12 0.001
C 0.94 -0.15 4.67 0.306
C -0.92 -5.69 4.09 0.004
C 1.72 -0.65 3.62 0.089
O -0.04 -0.63 1.41 0.147
H 3.39 1.53 6.34 0.001
H 3.61 -3.18 2.51 0.000
C -0.84 0.99 -5.54 0.067
C 3.69 0.44 4.51 0.316
H 5.44 -3.68 0.90 0.000
C -1.18 2.97 1.08 0.033
C -1.39 -4.45 4.53 0.000
C 0.56 -4.59 2.52 0.001
H 1.34 -4.63 1.77 0.000
C 0.07 -3.35 2.95 0.010
C -2.71 0.55 1.16 0.042
H -0.45 3.58 0.53 0.001
C 3.08 -0.33 3.51 0.094
C 4.52 -3.21 0.54 0.001
H -3.66 2.87 -0.68 0.013
C 4.36 -2.89 -0.81 0.000
C 2.92 0.92 5.58 0.087
O 1.95 1.35 0.64 0.010
C -2.87 2.32 -1.19 0.048
H 0.46 -6.74 2.79 0.000
H -1.22 -2.30 4.33 0.000
H -3.59 1.09 1.53 0.011
H -1.51 -0.76 -6.51 0.001
H 5.16 -3.09 -1.52 0.000
C 2.14 -2.03 -0.36 0.010
O -0.19 1.99 -5.60 0.239
P -1.78 1.62 0.05 0.235
C 3.16 -2.31 -1.27 0.002
H -1.32 -6.60 4.52 0.000
H -0.13 -0.35 4.71 0.011
H 0.95 1.02 6.49 0.000
Cl -1.60 -2.01 -1.39 0.540
C -1.76 0.30 -6.49 0.042
C 0.07 -5.77 3.10 0.004
H 1.19 -1.61 -0.69 0.007
C -0.89 -3.27 3.97 0.006
H -0.71 2.59 1.99 0.000
C 1.55 0.63 5.66 0.065
H -3.01 -0.35 0.61 0.003
C 3.49 -2.92 1.45 0.000
H -3.30 1.53 -1.80 0.001
H -2.14 -4.40 5.32 0.000
H -2.31 3.01 -1.83 0.000
```

[4]
Computed, not measured: an isolated ion of composition C5H9N4 and charge +1, with ωB97M-V/def2-TZVPD.

Values from the calculation:
SMILES string: N#CC/[NH+]=C\N/C=C/N
ΔE to the lowest compared entry with this formula, charge and spin, kJ/mol: 308.4
F_max, eV/Å: 4.7
Total charge: +1
Kohn-Sham gap (spin up / spin down), eV: 8.32 / 8.32
E_LUMO (spin up / spin down), eV: -3.77 / -3.77
Electronic energy, Ha: -414.6163

```
18
Properties=species:S:1:pos:R:3:nbo_charge:R:1
H 4.09 1.41 0.11 0.430
H -0.91 -2.38 -1.09 0.226
N -1.89 -1.10 0.19 -0.552
C -0.72 -1.55 -0.36 0.342
H 2.48 1.79 0.72 0.397
H -2.67 -1.72 -0.09 0.436
N 0.49 -1.07 -0.51 -0.450
H -3.45 0.23 0.53 0.288
N 3.10 1.30 0.06 -0.732
H 0.63 1.04 0.31 0.242
C 2.43 0.19 -0.19 0.114
C -2.05 1.36 0.05 0.218
N -1.94 2.38 -0.43 -0.238
C -2.36 0.11 0.68 -0.347
H -2.21 0.26 1.82 0.262
H 2.80 -0.59 -0.85 0.189
H 1.13 -1.70 -0.99 0.438
C 1.05 0.07 0.02 -0.261
```